{"formula": "C20H23N7O2", "method": "the ωB97M-V functional and the def2-TZVPD basis", "species": ["O", "O", "N", "N", "N", "N", "N", "N", "N", "C", "C", "C", "C", "C", "C", "C", "C", "C", "C", "C", "C", "C", "C", "C", "C", "C", "C", "C", "C", "H", "H", "H", "H", "H", "H", "H", "H", "H", "H", "H", "H", "H", "H", "H", "H", "H", "H", "H", "H", "H", "H", "H"], "positions_angstrom": [[-5.3880, -3.6581, 0.8211], [-0.7757, -2.9708, -0.2687], [1.6964, -1.8035, -0.0243], [5.9583, -1.8356, 1.4431], [0.4735, 2.7519, 0.3287], [5.4308, -0.4274, -0.1732], [-2.5711, -1.5735, -0.4105], [1.4529, 0.5743, 0.2536], [-1.9795, 1.3100, -0.0828], [-0.7754, 4.7791, 0.3764], [-3.5780, -2.5975, -0.4874], [5.0668, 0.7951, -0.8360], [-0.4317, -0.6494, -0.1009], [-1.9479, 2.6585, 0.0497], [-1.2557, -1.8375, -0.2617], [0.4084, 1.4607, 0.1995], [5.6359, -2.5433, 0.3291], [-4.4495, -2.6127, 0.7819], [5.3018, -1.6907, -0.6832], [2.8398, 0.9352, 0.3737], [3.5453, 0.8941, -0.9887], [5.8247, -0.5818, 1.1145], [-1.9701, 5.4425, 0.3078], [-3.1588, 3.3748, -0.0153], [-0.8098, 0.7137, -0.0118], [-3.1663, 4.7364, 0.1110], [-0.7324, 3.3799, 0.2512], [-6.4737, -3.5119, -0.0602], [0.9523, -0.6910, 0.0613], [3.3252, 0.2449, 1.0732], [2.6276, -1.8526, 0.3534], [5.6666, -3.6140, 0.3278], [5.5370, 0.8251, -1.8237], [5.0041, -1.8694, -1.6958], [-4.0692, 2.8153, -0.1676], [6.0106, 0.2467, 1.7692], [-3.8065, -2.7698, 1.6518], [-3.0629, -3.5562, -0.5871], [-1.9993, 6.5177, 0.4053], [-6.1775, -3.6423, -1.1066], [2.8714, 1.9428, 0.7934], [3.1876, 0.0243, -1.5446], [3.2928, 1.7871, -1.5606], [0.1566, 5.3018, 0.5278], [-4.0986, 5.2794, 0.0602], [-7.1872, -4.2901, 0.2048], [1.1173, -2.6442, -0.0628], [-4.2011, -2.4277, -1.3718], [-6.9485, -2.5296, 0.0558], [5.4433, 1.6325, -0.2432], [-4.9558, -1.6391, 0.8862], [-2.8566, -0.6040, -0.3435]], "forces_ev_per_a": [[0.082, -0.111, 0.018], [0.094, -0.389, 0.005], [0.043, 0.096, 0.134], [0.165, -0.050, 0.607], [0.512, -0.885, -0.044], [0.224, -0.238, 0.169], [-0.244, 0.124, 0.094], [0.195, -0.340, 0.091], [0.413, -0.637, -0.018], [-0.171, 0.107, -0.010], [-0.264, -0.368, 0.119], [-0.409, 0.380, -0.334], [0.152, -0.207, 0.049], [0.263, 0.498, 0.080], [0.007, 0.419, -0.027], [-0.639, 1.078, 0.100], [-0.128, 0.013, -0.226], [0.256, 0.084, -0.072], [-0.060, -0.245, -0.126], [0.328, -0.032, -0.240], [0.163, 0.040, 0.228], [0.091, 0.074, 0.063], [0.211, 0.096, 0.029], [0.005, 0.187, 0.016], [-0.169, 0.321, -0.017], [-0.164, -0.130, -0.028], [-0.532, -0.075, -0.076], [-0.020, -0.014, -0.031], [-0.427, -0.179, -0.164], [-0.074, 0.133, -0.020], [0.082, 0.033, -0.024], [-0.001, -0.230, -0.109], [0.027, 0.061, 0.175], [-0.073, -0.012, -0.234], [-0.080, -0.062, -0.014], [0.016, 0.284, 0.082], [0.002, 0.136, -0.091], [-0.143, 0.095, -0.047], [0.025, 0.080, 0.011], [-0.042, 0.012, 0.015], [0.035, -0.123, 0.049], [0.017, 0.039, -0.037], [-0.043, 0.003, -0.048], [0.093, 0.047, 0.017], [-0.082, 0.016, -0.008], [-0.053, 0.049, -0.083], [0.105, 0.025, 0.001], [0.072, -0.092, 0.048], [-0.011, -0.012, -0.010], [0.065, -0.071, -0.071], [0.040, -0.060, 0.046], [0.042, 0.029, -0.038]], "multiplicity": 1, "homo_ev": -7.9, "e_tot_ev": -35640.52755, "charge": 0, "e_above_lowest_kcal_mol": 17.8}

{"formula": "C20H23NO3", "method": "the ωB97M-V functional and the def2-TZVPD basis", "species": ["O", "O", "O", "N", "C", "C", "C", "C", "C", "C", "C", "C", "C", "C", "C", "C", "C", "C", "C", "C", "C", "C", "C", "C", "H", "H", "H", "H", "H", "H", "H", "H", "H", "H", "H", "H", "H", "H", "H", "H", "H", "H", "H", "H", "H", "H", "H"], "positions_angstrom": [[3.6431, -4.3372, -1.4692], [1.9322, -3.6159, -3.8077], [-1.1895, -0.2588, 2.2346], [1.8320, -2.1557, -1.3361], [-0.8679, 0.7738, 1.3113], [-3.3489, 0.6024, 0.8366], [0.1906, 0.3130, 0.4126], [1.0631, -0.1122, -0.2930], [0.8626, 4.0370, 2.2733], [2.0491, -0.7314, -1.1715], [0.5565, 2.8714, 1.5922], [-4.3478, 1.7786, -1.0018], [-1.9870, 1.9456, -0.6116], [0.1503, 4.3911, 3.4058], [2.1518, -2.9426, -0.1595], [0.9595, -2.6277, -3.5674], [-0.4682, 2.0525, 2.0433], [-3.1050, 2.2803, -1.3522], [-2.1054, 1.1037, 0.4868], [3.5632, -3.5267, -0.3292], [-0.8735, 3.5754, 3.8577], [-4.4659, 0.9392, 0.0917], [0.6304, -2.4870, -2.0732], [-1.1836, 2.4125, 3.1779], [-5.2206, 2.0421, -1.5810], [-0.4028, -0.4509, 2.7557], [1.3915, -1.7011, -3.9502], [1.4463, -3.7712, -0.0582], [2.1010, -2.3439, 0.7590], [-3.4327, -0.0561, 1.6864], [2.0037, -0.2538, -2.1557], [1.6068, -4.4648, -3.4843], [0.0370, -2.8393, -4.1263], [0.2336, -3.4418, -1.7154], [3.8190, -4.1572, 0.5259], [-3.0065, 2.9356, -2.2054], [1.6629, 4.6692, 1.9175], [-5.4324, 0.5441, 0.3689], [3.0533, -0.5778, -0.7641], [0.3923, 5.3007, 3.9353], [-1.9823, 1.7716, 3.5216], [-1.0175, 2.3366, -0.8844], [3.2822, -3.8278, -2.2158], [4.2944, -2.7062, -0.3893], [-1.4340, 3.8470, 4.7401], [-0.1560, -1.7292, -1.9447], [1.1194, 2.5929, 0.7131]], "forces_ev_per_a": [[-0.094, -0.157, -0.382], [0.290, -0.421, -0.036], [-0.240, -0.002, -0.039], [-0.095, -0.047, 0.047], [-0.026, 0.264, -0.012], [0.160, -0.051, 0.095], [0.372, -0.213, -0.110], [-0.397, 0.270, 0.302], [0.035, 0.121, 0.010], [0.308, -0.226, -0.270], [-0.049, -0.094, 0.001], [-0.129, -0.015, -0.019], [-0.035, -0.044, 0.043], [0.065, 0.102, 0.012], [0.571, -0.243, 0.059], [-0.495, 0.222, 0.314], [0.204, -0.040, 0.137], [0.068, 0.062, -0.047], [-0.228, -0.219, 0.015], [-0.260, 0.207, 0.334], [-0.057, 0.003, 0.048], [-0.126, 0.048, -0.058], [0.151, 0.047, -0.556], [-0.036, -0.059, -0.017], [-0.064, 0.015, -0.043], [0.056, 0.054, -0.031], [-0.097, 0.011, 0.014], [0.019, 0.073, -0.010], [-0.064, -0.017, 0.005], [-0.020, -0.059, 0.063], [0.137, 0.030, 0.102], [-0.019, 0.024, -0.075], [0.086, 0.087, 0.011], [0.000, 0.083, 0.013], [0.021, 0.097, 0.017], [0.009, 0.050, -0.064], [0.064, 0.052, -0.021], [-0.072, -0.032, 0.016], [-0.053, 0.063, -0.157], [0.023, 0.068, 0.043], [-0.063, -0.033, 0.038], [0.086, 0.039, -0.038], [0.070, 0.003, 0.084], [-0.051, -0.032, 0.097], [-0.042, 0.021, 0.069], [-0.033, -0.086, 0.037], [0.048, -0.027, -0.041]], "multiplicity": 1, "homo_ev": -8.8, "e_tot_ev": -28743.46170, "charge": 0, "e_above_lowest_kcal_mol": 83.5}

{"formula": "C20H23NO3", "method": "the ωB97M-V functional and the def2-TZVPD basis", "species": ["O", "O", "O", "N", "C", "C", "C", "C", "C", "C", "C", "C", "C", "C", "C", "C", "C", "C", "C", "C", "C", "C", "C", "C", "H", "H", "H", "H", "H", "H", "H", "H", "H", "H", "H", "H", "H", "H", "H", "H", "H", "H", "H", "H", "H", "H", "H"], "positions_angstrom": [[0.5693, -1.7155, 3.0198], [1.7754, -1.5685, 0.3928], [-3.2480, 3.3397, -2.5179], [-1.7478, 3.0098, -4.1744], [1.1953, -4.1589, 6.2728], [0.1082, -0.9589, 1.9940], [2.3234, -1.4640, -0.8965], [-2.2322, 2.8021, -2.9220], [0.0233, -0.0086, -0.2176], [3.5432, -4.1530, 5.8034], [2.0052, -3.1676, 4.2377], [-1.6526, 0.5892, 1.3813], [-1.4515, 5.0521, -5.4785], [1.7560, -2.4788, 2.9208], [-1.4218, 1.8740, -2.1100], [-1.1273, 0.7203, 0.0961], [0.9528, -3.5077, 5.0761], [-1.0416, -0.2313, 2.3013], [0.6465, -0.8415, 0.6955], [-2.7733, 3.1050, -6.3860], [2.4897, -4.4850, 6.6386], [3.3025, -3.4946, 4.6110], [-2.3802, 3.8885, -5.1349], [-1.7834, 1.5929, -0.8516], [2.6457, -0.4411, -1.1178], [0.4321, 0.0835, -1.2096], [-1.4363, -0.3372, 3.2995], [4.5559, -4.4032, 6.0840], [-0.5449, 4.6870, -5.9588], [-0.0543, -3.2504, 4.7877], [1.6561, -3.2363, 2.1309], [2.6076, -1.8362, 2.6696], [-2.6809, 2.0838, -0.4941], [1.6194, -1.8015, -1.6642], [-0.5446, 1.4494, -2.5767], [-3.4243, 2.2754, -6.1216], [-3.3001, 3.7514, -7.0824], [-2.5410, 1.1369, 1.6553], [-3.2784, 4.2669, -4.6360], [0.3699, -4.4148, 6.9208], [-1.8878, 2.7106, -6.8821], [-0.8986, 2.5517, -4.4644], [-1.9485, 5.7404, -6.1564], [-1.1757, 5.5918, -4.5760], [4.1269, -3.2323, 3.9631], [3.1925, -2.1207, -0.8944], [2.6784, -4.9948, 7.5718]], "forces_ev_per_a": [[-0.094, 0.038, 0.008], [-0.398, 0.142, 0.374], [-0.200, 0.090, 0.135], [0.151, -0.030, -0.179], [-0.043, -0.046, 0.039], [-0.307, 0.233, -0.059], [0.091, 0.011, -0.201], [-0.012, 0.047, -0.105], [-0.082, 0.047, 0.034], [0.078, -0.056, 0.026], [-0.123, 0.161, -0.034], [0.096, 0.079, -0.362], [-0.251, -0.124, 0.173], [0.502, -0.361, -0.136], [-0.071, -0.202, 0.585], [0.277, -0.413, 0.494], [-0.005, 0.033, -0.056], [0.342, -0.253, 0.006], [0.227, -0.154, -0.016], [-0.076, 0.129, 0.289], [0.032, -0.046, 0.081], [-0.093, 0.035, -0.089], [-0.102, 0.158, -0.185], [-0.097, 0.378, -0.702], [-0.031, -0.036, -0.006], [0.097, -0.034, -0.101], [-0.031, -0.020, 0.117], [0.077, -0.013, 0.024], [0.117, -0.018, -0.072], [-0.099, 0.031, -0.001], [0.016, 0.206, 0.120], [-0.138, -0.125, 0.031], [-0.082, 0.071, -0.032], [0.024, 0.035, 0.023], [0.142, -0.106, 0.017], [-0.053, -0.080, -0.014], [-0.038, 0.051, -0.140], [-0.105, 0.069, 0.020], [0.164, -0.068, -0.098], [-0.065, -0.019, 0.052], [0.094, -0.053, -0.091], [-0.037, -0.040, 0.143], [-0.007, 0.102, -0.117], [0.047, 0.066, 0.054], [0.098, 0.054, -0.057], [-0.048, 0.063, -0.066], [0.015, -0.033, 0.074]], "multiplicity": 1, "homo_ev": -7.9, "e_tot_ev": -28745.35577, "charge": 0, "e_above_lowest_kcal_mol": 39.8}

{"formula": "C20H23NO4", "method": "the ωB97M-V functional and the def2-TZVPD basis", "species": ["O", "O", "O", "O", "N", "C", "C", "C", "C", "C", "C", "C", "C", "C", "C", "C", "C", "C", "C", "C", "C", "C", "C", "C", "C", "H", "H", "H", "H", "H", "H", "H", "H", "H", "H", "H", "H", "H", "H", "H", "H", "H", "H", "H", "H", "H", "H", "H"], "positions_angstrom": [[0.8348, -2.0946, 0.8763], [-1.3806, 2.1548, -2.3507], [-0.9245, 2.6041, -4.4983], [3.3732, 0.1659, 0.0992], [1.3133, 0.2792, -0.7997], [-0.7170, 1.9754, -3.3393], [2.3059, -0.3635, -0.1625], [-0.6338, -1.9565, 2.7131], [1.6887, 1.6668, -2.7656], [-1.4844, 4.9294, -4.0291], [-2.1798, -1.8543, 4.5877], [1.4706, -0.7542, 2.7997], [1.1399, -0.2865, 4.0808], [-0.0377, -0.6331, 4.6767], [-3.0498, -2.6712, 3.9215], [-1.5494, -2.7971, 2.0499], [-2.7317, -3.1469, 2.6414], [0.1822, -0.3456, -2.8632], [-0.9520, -1.4738, 4.0075], [0.4701, 1.0370, -3.4621], [0.6067, -1.5774, 2.1227], [2.0642, -1.8248, 0.2439], [0.1013, -0.2971, -1.3344], [-1.9687, 3.5805, -4.5401], [1.5240, 1.6414, -1.2475], [2.4080, -0.4459, 2.3667], [-0.0617, -1.2952, -0.9349], [2.4230, 2.0211, -0.7594], [0.6600, 2.2412, -0.9482], [-2.4193, -1.4853, 5.5750], [2.9080, -2.1247, 0.8777], [-0.7381, 0.3383, -1.0368], [-0.7554, -0.7374, -3.2603], [0.9887, -1.0207, -3.1603], [-3.9873, -2.9567, 4.3764], [-3.4278, -3.7927, 2.1263], [1.8282, 2.6936, -3.1070], [0.6822, 0.9384, -4.5311], [2.5788, 1.0938, -3.0339], [-2.2614, 3.6377, -5.5902], [-1.2950, -3.1617, 1.0667], [-2.8091, 3.2245, -3.9353], [1.8410, 0.3590, 4.5888], [-0.6184, 5.2587, -4.5984], [2.0685, -2.4496, -0.6559], [-2.2776, 5.6640, -4.1326], [-1.2107, 4.8535, -2.9796], [-0.2870, -0.2703, 5.6630]], "forces_ev_per_a": [[-0.215, -0.048, 0.256], [-0.171, 0.104, 0.131], [0.141, 0.075, -0.347], [0.338, -0.079, 0.063], [-0.147, 0.254, -0.009], [0.292, -0.357, -0.137], [-0.084, -0.248, 0.211], [-0.009, 0.064, 0.108], [-0.173, 0.032, 0.133], [0.027, -0.408, -0.077], [-0.168, -0.096, -0.002], [0.057, -0.246, -0.512], [-0.309, -0.004, 0.332], [0.265, 0.185, 0.067], [-0.003, 0.119, 0.237], [-0.115, -0.123, -0.109], [0.114, -0.043, -0.218], [-0.184, 0.245, 0.152], [0.115, -0.100, -0.326], [0.040, -0.029, -0.129], [0.156, 0.150, 0.149], [0.315, -0.045, 0.002], [-0.327, -0.429, -0.230], [-0.367, 0.354, 0.196], [0.373, 0.348, 0.018], [0.119, -0.002, -0.111], [-0.001, 0.129, -0.018], [-0.174, -0.008, -0.057], [0.082, -0.024, 0.015], [-0.028, 0.029, 0.085], [-0.130, 0.125, -0.117], [0.077, -0.173, 0.027], [-0.001, -0.072, -0.038], [-0.011, -0.033, -0.017], [-0.055, 0.002, 0.060], [-0.024, -0.046, -0.064], [0.066, 0.027, -0.035], [-0.029, 0.009, 0.148], [0.031, 0.029, -0.016], [0.019, -0.052, 0.131], [-0.021, -0.048, -0.066], [0.093, 0.036, -0.174], [0.033, 0.051, 0.059], [0.052, 0.075, -0.052], [0.022, 0.072, 0.112], [-0.074, 0.114, -0.003], [0.001, 0.039, 0.075], [-0.012, 0.044, 0.096]], "multiplicity": 1, "homo_ev": -7.9, "e_tot_ev": -30794.41682, "charge": 0, "e_above_lowest_kcal_mol": 17.7}

> Which formula does entry 1 have?

C20H23N7O2